(1)
Molecular formula: C14H40KN3O17S2
Method: DFT, wB97M-V/def2-TZVPD

The geometry in XYZ format:
```
77
Properties=species:S:1:pos:R:3:forces:R:3
K -24.72396 16.95079 -18.78890 0.3 0.1 0.7
C -22.04930 17.72982 -14.65064 -0.7 0.5 0.6
C -23.13843 17.72243 -15.70735 0.6 -2.4 -0.8
O -23.59646 18.76252 -16.20502 -0.3 1.9 -0.2
O -23.48522 16.58387 -16.13459 -0.2 0.1 -0.2
H -22.38422 18.44512 -13.89945 0.4 0.2 0.2
H -21.09012 18.04796 -15.05911 -0.1 0.1 0.0
H -21.95030 16.76192 -14.15924 0.0 0.0 -0.3
C -22.76881 13.39589 -15.88300 0.3 2.5 1.1
O -23.94074 14.02470 -15.36795 -1.6 -1.9 0.0
H -22.08478 14.18431 -15.56900 1.4 -0.6 -0.4
H -22.52399 12.47437 -15.35484 -0.4 0.0 -0.2
H -22.70317 13.34911 -16.97002 -0.3 -0.5 -0.1
H -23.93142 14.97034 -15.53311 0.6 0.3 -0.3
C -26.90497 20.32182 -16.55737 0.7 -0.3 0.3
O -26.52373 19.03420 -16.06985 -1.5 -0.2 0.3
H -27.90139 20.66552 -16.27969 -0.3 -1.0 0.1
H -26.29337 21.07208 -16.05622 0.5 0.3 -0.7
H -26.85145 20.26796 -17.64472 0.2 0.8 -0.1
H -25.57866 18.88827 -16.15437 0.7 0.4 -0.1
C -22.77484 20.62703 -19.14588 0.4 -0.5 0.3
O -23.26273 19.28469 -18.94035 0.0 0.8 -0.3
H -21.91161 20.79530 -18.50197 0.7 -0.3 -0.4
H -22.51714 20.69524 -20.20279 -0.1 0.5 0.2
H -23.42376 21.40384 -18.74146 -0.8 -0.1 -0.7
H -23.31092 19.24699 -17.98230 -0.3 -0.7 1.1
O -21.85307 25.14476 -15.76677 1.0 -1.2 1.0
S -20.81838 24.30669 -15.16830 0.5 -0.1 -0.7
O -20.21734 24.62965 -13.88980 -0.6 -0.3 -1.8
O -21.30243 22.75121 -14.97721 0.9 1.2 0.1
C -22.31877 22.27590 -15.86313 -0.4 0.7 0.1
C -23.67663 22.58093 -15.28299 -1.5 -1.2 -0.5
C -19.53096 24.09745 -16.53567 -1.1 -0.3 1.2
H -22.18087 21.21156 -16.05354 0.1 -0.1 0.5
H -22.16335 22.75751 -16.82854 -0.3 0.2 -0.1
H -24.37722 22.07163 -15.94472 -0.3 0.5 -0.7
H -23.99660 23.61485 -15.15364 0.5 0.0 -0.2
H -23.99071 22.00904 -14.40984 1.0 0.1 0.7
H -19.09023 25.07997 -16.70453 0.2 -0.3 0.2
H -20.00836 23.74661 -17.45060 -0.4 0.2 0.2
H -18.87649 23.29060 -16.20588 0.3 0.5 0.1
O -22.13821 18.92964 -8.46189 -1.0 -2.0 -0.2
S -22.67116 17.61754 -8.82369 2.4 0.5 -0.5
O -24.07525 17.34442 -8.91551 0.9 0.1 -0.1
O -21.99161 17.22927 -10.28876 -0.1 0.0 0.5
C -20.57806 17.49228 -10.58191 0.5 0.7 -0.2
C -19.99705 16.39050 -11.46707 -1.3 -0.7 0.2
C -21.85027 16.25637 -7.89230 -0.5 0.5 -0.9
H -19.95038 17.62880 -9.70130 -0.4 -0.3 0.5
H -20.49861 18.45900 -11.07914 -0.4 0.0 -0.1
H -20.54364 16.33039 -12.40820 0.0 0.2 -0.1
H -20.20860 15.43968 -10.97790 0.2 -0.2 0.1
H -18.93293 16.40498 -11.70271 0.0 0.6 0.3
H -21.94779 15.39252 -8.54984 -0.5 -0.1 0.2
H -22.37081 16.10593 -6.94651 0.4 0.1 0.0
H -20.77424 16.42790 -7.86358 -0.2 0.4 0.5
C -20.02567 17.83340 -18.20192 0.3 0.7 0.9
N -19.06024 17.15373 -19.16512 0.4 -1.9 -0.2
O -18.22749 17.78057 -19.80653 -1.3 0.4 0.9
O -19.10487 15.91734 -19.20244 -0.5 1.4 0.3
H -20.60819 17.19270 -17.53989 0.2 -1.0 -0.8
H -20.74367 18.52000 -18.65041 0.5 -0.1 -0.6
H -19.41387 18.36395 -17.47231 0.3 0.4 -0.5
C -24.27400 15.46398 -11.83093 1.1 0.3 1.7
N -24.70109 14.03869 -11.76875 1.2 -0.4 -2.8
O -25.89240 13.83837 -11.56737 1.7 -0.7 0.1
O -23.78367 13.23210 -12.10532 -2.8 1.0 1.5
H -24.49055 15.79505 -10.81525 -0.4 0.7 -0.3
H -24.68909 16.09400 -12.61761 -0.5 -0.6 0.1
H -23.18587 15.50440 -11.88034 -0.2 -0.3 -0.3
C -26.18246 19.07039 -13.04526 1.3 -0.5 -0.3
N -25.81194 19.00846 -11.60894 1.7 2.3 1.6
O -26.71714 18.82858 -10.81169 1.2 -0.2 -0.5
O -24.61369 19.36645 -11.30473 -3.4 -1.5 -1.0
H -26.20498 20.11462 -13.35698 -0.6 0.0 0.4
H -27.07488 18.47191 -13.22830 0.2 0.4 0.0
H -25.29115 18.71227 -13.56045 -0.3 -0.4 -0.2
```
Forces are in eV/Å.

## Properties
* molecular weight: 625.71 g/mol

---

(2)
Molecular formula: C14H40N2O5
Method: DFT, wB97M-V/def2-TZVPD

The geometry in XYZ format:
```
61
Properties=species:S:1:pos:R:3:forces:R:3
C -3.82896 3.54025 5.43542 0.2 1.2 0.0
C -2.66663 2.76193 4.91813 0.0 -0.8 -1.4
O -3.11550 1.42796 4.67693 0.7 -0.7 0.5
H -3.49531 4.56603 5.61108 -0.1 0.0 0.6
H -4.22014 3.03525 6.31705 0.0 0.3 0.1
H -4.64334 3.68373 4.72341 0.1 -0.5 -0.2
H -1.78838 2.75839 5.56447 -0.4 -0.4 0.6
H -2.20857 3.10797 3.98665 -0.5 0.6 -0.2
H -3.80973 1.42885 4.01412 0.0 0.2 -0.1
C -1.15154 -1.10417 2.72824 0.2 1.0 -0.8
C -0.26084 -0.89759 1.45896 0.1 -0.1 2.8
O -0.78669 0.13434 0.70492 -0.9 0.5 -1.0
H -0.84856 -1.90894 3.39691 -0.2 -0.5 -0.5
H -2.17378 -1.12972 2.34871 -0.2 -0.6 0.4
H -1.12942 -0.23922 3.39391 0.2 0.3 -0.3
H -0.18473 -1.84331 0.91771 0.3 0.0 -0.1
H 0.68029 -0.48240 1.83021 0.6 -1.0 -0.1
H -0.15158 0.25870 -0.00836 -0.1 0.2 -0.3
C 2.49908 -3.86689 1.34832 0.3 0.4 -1.0
C 1.59926 -4.75588 2.15358 0.8 0.2 -0.3
O 2.38379 -5.09804 3.30046 0.0 0.3 -0.1
H 2.56137 -2.88470 1.81682 0.5 -0.1 0.1
H 2.12546 -3.70081 0.33529 -0.5 0.0 0.1
H 3.46562 -4.32732 1.14103 0.2 0.1 0.6
H 1.36811 -5.60901 1.51379 -0.3 -0.3 0.4
H 0.72473 -4.12350 2.31788 -0.4 -0.6 0.7
H 1.97612 -5.64149 3.97877 -0.6 0.0 -0.3
C -2.02592 0.63821 -4.99364 -2.5 -1.4 0.4
C -1.04972 1.71479 -4.77186 1.1 -0.1 1.7
C -0.84114 1.94064 -3.23747 1.9 -0.6 -0.4
O -1.96491 2.46824 -2.65876 -1.5 0.9 -0.2
C -2.04997 2.30974 -1.25799 -0.6 -0.4 -0.6
N 0.21001 1.33842 -5.41384 0.7 0.7 -0.2
H -2.06451 0.25939 -6.01556 -0.1 0.4 -0.2
H -3.03804 0.89035 -4.66343 -0.1 0.5 -0.4
H -1.92092 -0.26380 -4.38290 1.0 0.0 0.2
H -1.41081 2.67955 -5.12941 0.1 -0.1 -0.4
H 0.04890 2.53734 -2.99755 0.0 0.8 -0.6
H -0.47872 1.03278 -2.73554 -0.7 -0.8 -0.2
H -1.14885 2.71430 -0.79560 0.0 -0.5 0.4
H -2.31402 1.26169 -1.10202 0.9 -0.2 0.7
H -2.92956 2.81414 -0.85682 0.1 0.6 -0.4
H 0.03373 1.10464 -6.38222 0.0 0.2 -0.1
H 0.62565 0.49391 -5.04205 -0.2 0.0 0.5
C 2.77227 0.98021 0.64088 -1.3 -0.5 -1.3
C 3.32975 0.17156 -0.57002 1.3 1.0 0.7
C 2.54042 -1.02263 -1.12628 1.0 0.3 2.5
O 1.23041 -0.71775 -1.51164 -0.2 -0.5 0.2
C 0.55453 -1.79379 -2.17950 -0.9 1.0 -0.9
N 3.65339 1.10386 -1.64521 -1.0 0.6 0.1
H 1.74416 1.18874 0.33211 -0.2 0.5 0.6
H 3.28757 1.92437 0.80460 0.2 -0.1 -0.3
H 2.76499 0.42343 1.57672 0.0 -0.2 -0.1
H 4.26423 -0.12586 -0.08589 0.2 -1.0 -0.8
H 2.51609 -1.64399 -0.22642 -0.1 -1.0 -0.5
H 3.17428 -1.40813 -1.92629 -0.3 -0.5 -0.1
H 0.97895 -2.79665 -2.22769 0.9 0.4 0.2
H 0.40797 -1.37239 -3.17593 0.0 -0.7 -0.4
H -0.45600 -1.96765 -1.80436 0.0 0.4 0.5
H 2.70988 1.41158 -1.87001 0.1 0.8 -0.5
H 3.92576 0.62035 -2.49282 0.3 -0.3 0.1
```
Forces are in eV/Å.

## Properties
* molecular weight: 316.48 g/mol
* structure (SMILES): COC[C@H](C)N.COC[C@H](C)N.CCO.CCO.CCO

---

(3)
Molecular formula: C14H42AlO7S7
Method: DFT, wB97M-V/def2-TZVPD

The geometry in XYZ format:
```
71
Properties=species:S:1:pos:R:3:forces:R:3
Al -0.16374 -0.12563 -0.48534 0.4 -0.5 0.4
C 1.29387 -3.24501 -4.12965 -0.2 0.9 -0.1
S 0.74951 -3.69419 -2.48140 0.1 0.6 0.1
O 0.22500 -2.44187 -1.82521 -1.2 1.2 0.4
C 2.35438 -3.87508 -1.71821 0.6 0.0 -0.5
H 1.33748 -4.11478 -4.78094 0.6 -0.1 0.2
H 2.17372 -2.61932 -3.97825 0.5 -0.6 -0.4
H 0.60554 -2.55141 -4.61808 -0.6 -0.2 0.5
H 2.77849 -2.87094 -1.65563 -0.2 0.1 0.1
H 3.02877 -4.43908 -2.36429 -0.2 -0.4 0.1
H 2.26276 -4.31555 -0.73138 -0.1 -0.1 0.0
C 1.51576 -3.76404 2.64399 -0.5 -0.1 -0.4
S -0.18086 -3.57900 2.00976 0.7 -0.5 0.3
O 0.00535 -2.63418 0.85075 0.2 0.4 -0.6
C -0.30782 -5.27691 1.35392 -1.1 1.3 -0.2
H 1.80650 -2.77819 2.99442 0.3 -0.1 0.0
H 2.08037 -4.10031 1.77544 0.3 0.3 0.1
H 1.60266 -4.52427 3.41782 -0.2 0.1 0.2
H 0.13755 -5.28444 0.36140 0.7 -0.3 0.3
H -1.37068 -5.42668 1.16159 0.0 -0.3 0.3
H 0.06384 -5.90639 2.15499 0.1 -0.4 -0.4
C -0.99317 -0.78382 3.88238 0.8 0.5 -0.1
S 0.66661 -0.10373 3.51157 -0.9 -0.5 1.1
O 0.64317 0.29404 2.05085 -0.2 0.4 -1.3
C 0.36632 1.39686 4.45431 0.7 1.6 -0.2
H -0.98771 -1.84199 3.65775 -0.3 0.0 -0.1
H -1.61594 -0.17436 3.23033 -0.3 -0.3 0.0
H -1.21048 -0.59017 4.92972 0.0 -0.1 0.0
H 1.27721 2.00298 4.47213 0.1 -0.2 -0.3
H 0.10633 1.35525 5.51167 -0.2 -0.9 -0.1
H -0.37487 2.01143 3.94052 -0.2 -0.3 0.0
C 3.72413 0.24872 -3.44459 -0.4 -0.8 -0.6
S 2.08558 0.81461 -3.91823 0.4 0.3 1.0
O 1.13009 0.20917 -2.91447 -0.6 -0.9 0.7
C 2.24880 2.55258 -3.50603 0.2 0.9 0.0
H 4.38646 0.49913 -4.27403 0.3 0.5 0.4
H 3.68647 -0.84248 -3.47693 -0.2 0.0 0.1
H 3.99061 0.54542 -2.43455 0.2 0.4 -0.2
H 3.29137 2.86331 -3.43537 0.1 -0.3 -0.2
H 1.77998 2.77051 -2.54506 -0.2 -0.5 0.0
H 1.76913 3.18075 -4.25545 -0.1 -0.2 -0.1
C 3.14555 3.03623 1.07940 0.6 -0.4 0.1
S 1.61772 3.72865 0.44037 0.5 -0.9 1.4
O 0.91749 2.51844 -0.13740 -0.6 -0.4 -0.6
C 0.87613 3.98885 2.06893 -0.4 0.4 -0.5
H 3.73764 2.72845 0.21867 0.2 0.3 0.0
H 2.97384 2.13484 1.67335 -0.6 0.0 -0.2
H 3.70222 3.69257 1.74750 0.0 0.4 -0.4
H 1.55642 4.51393 2.73553 0.1 -0.1 0.0
H 0.60021 2.99604 2.40749 0.1 0.0 0.1
H -0.01048 4.60872 1.93646 -0.1 -0.1 0.0
C -4.79006 0.01159 0.13101 -0.4 0.1 -0.1
S -3.78526 -1.31449 0.82397 -0.3 0.0 -0.1
O -2.33423 -0.84383 0.86644 1.3 1.0 -0.5
C -4.40294 -1.09553 2.50718 -0.2 -0.2 -0.6
H -5.75185 -0.43923 -0.12173 0.1 -0.1 -0.1
H -4.33266 0.40647 -0.77321 0.1 -0.3 -0.1
H -5.00893 0.84033 0.80484 0.4 -0.1 0.3
H -4.06197 -1.85046 3.20931 0.4 0.0 -0.1
H -5.47757 -1.24851 2.38076 -0.1 0.3 0.2
H -4.14923 -0.07154 2.76733 -0.1 0.0 0.4
C -1.80337 4.24657 -1.37309 -0.1 0.1 -0.4
S -1.42745 3.21924 -2.82300 -0.8 0.1 1.3
O -0.62024 2.03593 -2.34452 0.0 -0.8 0.3
C -3.10015 2.59756 -3.03553 -0.3 -0.2 -0.4
H -0.90752 4.60883 -0.87948 0.2 -0.1 -0.2
H -2.41338 3.67302 -0.67713 0.0 -0.1 0.0
H -2.37444 5.08375 -1.77703 0.0 0.1 0.2
H -3.87716 3.36041 -3.08373 0.4 0.4 -0.2
H -3.36770 1.95532 -2.19610 0.4 -0.1 0.0
H -3.09916 2.03690 -3.96881 -0.1 -0.1 0.1
```
Forces are in eV/Å.

## Properties
* molecular weight: 573.93 g/mol
* charge: +3

---

HOMO-LUMO gap
In order: 8.4; 9.9; 4.1
Unit: eV
Highest occupied orbital energy
In order: -9.46; -9.32; -16.55
Unit: eV